No. 1
Computed, not measured: a 13-piece molecular cluster, C24H74N4O24 overall in a non-equilibrium geometry, with wB97M-V/def2-TZVPD.

Structure (XYZ):
```
126
Properties=species:S:1:pos:R:3:forces:R:3
C 2.154347 0.464069 -3.819923 -0.201 0.440 -0.007
C 2.934810 -0.470159 -4.750690 0.617 -1.524 0.881
O 2.120475 -0.897525 -5.865218 0.529 -0.164 0.295
O 0.926185 -0.055198 -3.277331 -0.187 -0.381 -1.142
H 1.936163 1.394974 -4.372512 -0.008 -0.237 0.044
H 2.717474 0.767705 -2.928724 0.286 -0.251 -0.378
H 3.279328 -1.419957 -4.197662 -0.451 1.493 -0.521
H 3.867573 0.088062 -5.036585 -0.818 -0.473 -0.155
H 2.409952 -1.790584 -6.171380 -0.094 1.032 0.540
H 0.382785 -0.303706 -4.055456 0.358 0.035 0.676
C -2.308981 2.197320 -3.482617 -0.331 -0.016 0.403
C -1.098617 3.055800 -3.937661 -0.624 -0.636 -1.441
O -0.767719 4.029052 -3.000217 0.078 0.310 0.761
O -3.154161 2.935114 -2.611330 -0.003 0.213 0.072
H -1.996274 1.283317 -2.981259 0.692 0.018 0.656
H -2.939784 1.730267 -4.244448 0.188 0.780 -0.701
H -1.265247 3.585941 -4.885155 -0.511 -0.235 0.063
H -0.330114 2.331167 -4.179863 0.703 0.014 0.306
H 0.177627 3.996760 -2.669512 -0.399 -0.536 -0.101
H -2.668418 3.755505 -2.423310 -0.043 -0.187 0.111
C -3.267242 -1.310878 -0.816061 0.366 -2.101 -1.772
C -4.039435 -0.982748 0.378401 -0.706 0.089 2.545
O -4.035279 -2.048258 1.390582 -0.068 1.035 -0.849
O -4.070480 -2.334130 -1.531224 0.259 1.647 0.328
H -2.322299 -1.866270 -0.677534 -0.232 0.935 0.643
H -3.003502 -0.390469 -1.364068 -0.535 -0.327 -0.391
H -5.076198 -0.673698 0.118481 0.488 -0.466 -0.020
H -3.615308 -0.150177 0.943403 0.060 0.047 -0.395
H -4.352707 -2.846087 0.966478 -0.076 -0.337 -0.119
H -3.463508 -2.857440 -2.064204 0.067 -0.223 -0.009
C -0.006229 3.188947 2.090592 -0.177 -0.267 -0.132
C -0.230892 4.697869 1.866532 -1.072 -0.681 -0.182
O -1.262374 5.232863 2.733749 1.330 0.060 0.621
O 0.859689 3.052828 3.208860 0.031 -1.070 0.063
H 0.407604 2.720643 1.134179 -0.241 0.585 1.053
H -0.932008 2.606908 2.349699 0.389 1.027 -0.552
H -0.639989 4.786034 0.850745 0.291 0.288 0.166
H 0.713576 5.273566 1.965435 -0.475 -0.483 -0.118
H -0.813890 5.474226 3.577083 -0.621 -0.320 -0.837
H 0.740769 2.130164 3.556096 0.411 0.830 -0.009
C 2.784594 -4.117080 -3.367865 0.584 -0.340 -0.377
C 3.241694 -4.867272 -4.625081 0.575 0.751 0.794
O 3.953491 -3.903584 -5.429511 -0.200 -0.401 0.355
O 3.924081 -3.701111 -2.653332 1.125 -0.328 0.141
H 2.168328 -4.824760 -2.854270 -0.604 -0.200 0.976
H 2.261828 -3.200824 -3.614871 -0.803 -0.158 -0.423
H 2.346632 -5.274676 -5.092921 0.037 0.415 -0.625
H 3.864953 -5.769653 -4.381058 -0.211 0.937 -0.007
H 4.412631 -3.356263 -4.758098 -0.084 -0.436 -0.551
H 3.730561 -3.186683 -1.855738 -0.670 -0.174 -0.253
C -2.774175 -3.067665 4.535367 -2.452 1.195 -0.033
C -3.327354 -2.609760 5.882574 -0.737 0.218 0.733
O -4.706705 -2.039568 5.856765 1.449 -1.981 -0.893
O -2.347412 -1.929916 3.794183 0.367 0.296 -0.455
H -3.582745 -3.582344 4.000046 0.254 -0.081 -0.067
H -1.983748 -3.761473 4.712691 0.871 -0.244 -0.060
H -2.633013 -1.850521 6.229934 0.038 0.150 0.291
H -3.275885 -3.478896 6.584474 -0.442 0.679 -0.367
H -4.784188 -1.173356 6.235704 0.576 0.499 0.320
H -3.069305 -1.587367 3.232407 0.019 -0.757 0.374
C 2.483572 -1.427324 4.591610 1.452 -0.374 -1.095
C 1.468026 -0.525553 5.087440 -0.826 2.353 0.742
O 0.802907 0.369408 4.139874 0.552 -1.259 0.084
O 3.612452 -0.661869 4.175661 0.039 -1.141 -1.672
H 2.175111 -2.149414 3.837072 -0.293 0.111 -0.440
H 2.780537 -2.023746 5.424819 0.187 -0.648 0.929
H 2.056187 0.161653 5.718457 -0.676 -0.181 0.196
H 0.722244 -1.075524 5.647829 -0.288 0.059 0.287
H 0.368089 -0.235352 3.529255 -0.397 0.179 -0.320
H 3.909385 -1.118052 3.338743 0.066 0.923 0.875
C 1.469640 6.388571 -2.148925 1.028 -1.846 -1.013
C 2.453169 5.135673 -2.223784 -2.306 1.327 0.124
O 1.618455 4.012329 -2.129366 -0.156 -1.227 0.405
O 0.676926 6.568271 -3.318366 -0.589 -1.462 0.095
H 2.206883 7.190047 -2.176673 -0.684 0.691 0.795
H 0.801907 6.189134 -1.270518 0.869 0.823 -0.299
H 3.153906 5.247068 -1.423037 0.438 -0.296 0.745
H 2.969088 5.104840 -3.152852 0.562 0.242 -0.916
H 2.004595 3.212298 -1.706537 0.390 0.431 0.062
H 0.088272 5.759420 -3.427816 0.803 1.388 0.225
C -3.695734 4.385065 0.592088 -1.304 1.218 1.237
C -3.562164 3.072450 1.316187 0.789 -0.229 -0.434
O -2.749261 2.092268 0.625405 -0.165 0.419 -0.055
O -4.725735 5.156416 1.350618 1.423 -0.815 -0.683
H -4.047608 4.269055 -0.407438 -0.537 -0.111 -0.702
H -2.790452 4.990648 0.552818 0.177 -0.285 0.129
H -4.522536 2.636635 1.519917 -0.653 -0.019 -0.013
H -3.100342 3.312249 2.263531 0.376 -0.362 0.340
H -3.209998 1.871239 -0.203925 0.227 0.273 0.205
H -4.288179 5.336268 2.197605 -0.252 0.153 -0.215
C -1.630540 -4.357181 0.109394 1.237 -0.913 1.709
C -1.290030 -4.854265 -1.236210 -0.676 -0.497 0.164
O -2.469440 -4.595741 -2.081436 1.993 -0.855 -0.282
O -2.701740 -5.051809 0.631908 -1.089 -0.635 1.147
H -1.793473 -3.295772 0.157046 0.132 0.375 -0.129
H -0.804491 -4.609157 0.822732 -0.253 0.519 -0.720
H -1.092521 -5.959789 -1.221425 -0.147 0.965 0.022
H -0.400299 -4.308222 -1.483793 0.498 0.292 -1.093
H -2.218763 -5.160684 -2.830859 -0.869 0.477 -0.171
H -3.407493 -5.011278 -0.000275 -0.697 -0.042 -0.580
C 4.042893 -3.156602 1.405081 -0.478 -1.778 -0.261
C 2.741299 -3.709177 0.820893 0.093 -0.066 -1.621
O 2.332203 -2.930233 -0.320142 -0.632 0.547 0.799
O 4.133148 -1.789324 1.548182 0.259 0.697 1.346
H 4.840283 -3.544468 0.763398 0.159 0.246 -0.047
H 4.149897 -3.675333 2.361236 0.297 0.379 0.250
H 1.893506 -3.923123 1.482892 0.262 0.505 0.176
H 3.041548 -4.651592 0.360326 -0.108 -0.426 0.411
H 1.471304 -2.472950 -0.092594 0.668 -0.270 -0.334
H 3.644570 -1.320449 0.879328 -0.297 0.069 -0.703
C -0.466579 -0.602413 0.495898 2.050 -1.093 -1.669
O 0.093112 -1.729559 0.464723 -0.429 0.590 -0.486
N -1.138323 -0.247901 1.554243 -0.944 -0.253 2.239
N -0.323703 0.320521 -0.489368 0.161 0.084 -1.021
H -1.432645 0.693241 1.641594 -0.815 0.649 0.057
H -1.476342 -0.984203 2.180607 0.376 0.399 -0.143
H -0.778579 1.228729 -0.435131 0.009 -0.416 0.108
H 0.117247 0.085792 -1.397848 -0.245 0.049 0.879
C 2.780953 1.720238 0.476285 0.950 3.123 -1.638
O 2.910946 2.029693 -0.748664 -0.152 -0.922 1.565
N 2.401620 0.539548 0.874605 -0.714 -2.093 1.757
N 3.091069 2.643062 1.467737 0.335 -2.185 -1.457
H 2.000322 -0.076648 0.207092 -0.354 -0.372 -0.509
H 2.321150 0.267187 1.865701 0.241 0.575 -0.733
H 3.718294 3.291697 1.087906 0.424 1.529 -0.100
H 2.398289 2.854947 2.141472 -0.456 0.406 1.176
```
Positions in Å, forces in eV/Å.

The calculation puts the highest occupied orbital energy at -9.83 eV. Its net charge is 0.

No. 2
Computed, not measured: a 10-piece molecular cluster, C24H74N6O10 overall in a non-equilibrium geometry, with wB97M-V/def2-TZVPD.

Structure (XYZ):
```
114
Properties=species:S:1:pos:R:3:forces:R:3
C 4.896471 -0.980744 1.061802 0.556 0.056 -1.055
O 5.971506 -0.266314 0.413743 0.111 1.177 -0.764
C 5.658073 0.813699 -0.594423 -0.773 -2.076 0.901
C 6.870492 1.550959 -1.173653 0.834 -1.013 0.960
C 6.390684 2.788671 -1.905818 0.021 0.060 0.139
N 7.838099 0.744857 -2.062262 -2.075 0.750 0.521
H 4.141118 -0.345794 1.524823 0.131 0.197 0.079
H 5.338238 -1.674649 1.776956 0.296 0.547 0.316
H 4.408830 -1.679921 0.382498 -0.318 0.252 -0.529
H 5.021627 0.369727 -1.359881 0.370 -0.363 -0.492
H 4.951787 1.510274 -0.142693 0.405 0.439 0.503
H 7.494772 1.844210 -0.329625 -0.301 0.311 0.412
H 5.885601 2.450378 -2.810555 0.621 0.454 -0.538
H 7.237904 3.473095 -1.949098 0.120 -0.144 -1.162
H 5.667123 3.444177 -1.421193 -0.262 -0.549 0.717
H 8.575866 1.391134 -2.303381 0.212 -0.029 -0.068
H 8.240008 0.009508 -1.498480 0.050 -0.077 0.112
C -3.148707 -1.207309 4.164303 -0.023 -1.936 -0.607
O -3.010638 -1.698072 2.803451 1.169 0.312 -0.415
C -2.525574 -3.093052 2.705414 -1.218 1.337 0.654
C -1.173775 -3.315948 3.250356 2.133 -0.716 -0.421
C -0.092779 -2.616667 2.447909 0.647 2.475 1.942
N -0.712876 -4.684800 2.987720 -1.190 -1.493 1.112
H -3.355126 -0.140522 4.250697 0.090 -0.066 -0.637
H -2.278383 -1.458725 4.770469 0.139 0.308 -0.048
H -3.982492 -1.786170 4.561571 -0.285 0.239 0.510
H -3.300127 -3.611750 3.270310 0.093 -0.886 -0.344
H -2.351392 -3.436553 1.685722 -1.231 0.444 -0.353
H -1.177581 -3.192386 4.333331 0.503 0.852 0.002
H -0.164294 -1.537508 2.583578 -0.303 0.319 -0.845
H 0.090596 -2.965313 1.431586 -0.575 0.035 0.072
H 0.820891 -2.752988 3.026453 0.362 -0.398 -0.177
H -0.960471 -5.180369 3.832232 -0.402 -0.928 -0.104
H 0.294324 -4.714831 3.056603 0.175 0.232 -0.321
C -2.858064 5.774512 5.503023 -0.535 1.555 -0.490
O -3.325403 5.105438 4.334011 -1.096 -0.092 1.880
C -2.642352 5.448169 3.193211 0.666 -0.720 -1.357
C -1.395889 4.577879 3.100442 0.611 0.283 1.367
C -0.587117 5.015313 1.984555 1.862 0.987 -1.776
N -1.674689 3.146685 2.992847 -1.065 0.758 0.375
H -3.441143 5.571916 6.401392 0.361 -1.196 -0.162
H -3.107762 6.832788 5.426838 0.032 0.495 -0.531
H -1.773191 5.790715 5.607405 -0.017 -0.696 0.335
H -3.227828 5.172335 2.316141 -0.565 0.030 0.012
H -2.428394 6.510201 3.073137 0.170 0.247 0.401
H -0.927603 4.665732 4.080790 0.622 0.344 -0.079
H -0.217118 6.036124 2.080200 -0.099 0.153 0.101
H -1.155588 4.978569 1.055269 -0.243 0.016 -0.152
H 0.301071 4.414760 1.788195 0.052 -0.147 0.257
H -1.762842 2.918284 2.012966 -0.262 -0.164 -0.327
H -2.615832 3.265212 3.339665 -0.777 -1.648 0.273
C -1.399594 -1.264006 -4.867679 1.104 -0.561 0.129
O 0.063924 -1.439487 -4.673355 -1.690 2.271 0.309
C 0.737519 -0.205369 -4.153197 0.363 -2.016 -0.649
C 2.214863 -0.652523 -4.013707 1.432 1.543 -1.253
C 3.147945 0.523138 -3.517325 -0.741 -0.328 0.633
N 2.746532 -1.007922 -5.371187 -1.331 0.503 -0.037
H -1.733539 -0.382227 -5.414525 0.678 0.398 -0.017
H -1.942367 -1.277084 -3.922525 0.224 0.022 0.273
H -1.768276 -2.099828 -5.462311 0.355 -0.214 0.111
H 0.630474 0.638693 -4.834517 0.127 -0.209 -0.503
H 0.309787 0.152849 -3.216810 -0.060 -0.477 0.367
H 2.298676 -1.553770 -3.406405 -0.243 0.330 0.674
H 3.019981 1.514519 -3.951938 -0.429 -0.323 -0.997
H 4.198348 0.272328 -3.665141 -0.059 -0.188 0.168
H 2.963694 0.796226 -2.478312 0.172 -0.621 0.384
H 3.623304 -1.507369 -5.415044 0.068 0.052 0.620
H 2.046325 -1.597021 -5.798692 0.003 -0.156 -0.256
C -2.502443 -3.426936 -1.414805 0.471 0.907 -0.569
O -2.308454 -4.772849 -1.845586 0.025 1.479 0.620
C -1.985115 -4.848141 -3.230951 -0.484 -1.126 0.216
C -2.103537 -6.375095 -3.574398 -1.093 -1.095 -0.476
C -2.277900 -6.683133 -5.110924 1.278 1.648 -0.474
N -3.366018 -6.858638 -2.983496 -1.730 1.211 0.686
H -2.925700 -2.804258 -2.202985 -1.109 -0.349 -0.155
H -1.625637 -2.792803 -1.283704 1.200 -0.732 0.232
H -3.018079 -3.287046 -0.464729 -0.436 -0.777 -0.267
H -2.731090 -4.319173 -3.824092 -0.278 0.186 -0.041
H -1.027347 -4.352817 -3.390427 0.306 -0.434 -0.303
H -1.307337 -6.915365 -3.062263 0.558 0.065 -0.611
H -2.980110 -6.030318 -5.629411 -0.961 0.113 0.881
H -2.517964 -7.675002 -5.493895 0.178 -0.212 0.907
H -1.437188 -6.307908 -5.694461 0.954 -0.492 0.188
H -3.495372 -7.608763 -2.319655 1.446 -1.028 -0.569
H -3.664578 -6.152649 -2.325818 -0.305 0.707 -0.284
C -3.375178 1.332621 0.734019 -0.351 -0.345 -0.469
O -2.008296 1.629379 0.370226 -1.440 0.426 0.669
C -1.119564 0.550754 0.275473 2.990 0.164 -1.547
C 0.358590 1.168772 0.128470 -0.912 -2.781 0.121
C 1.429508 0.078828 -0.159660 -1.285 0.093 0.041
N 0.784715 1.751173 1.369663 -0.185 1.130 -0.467
H -4.075325 2.154831 0.586123 0.825 0.844 0.067
H -3.502759 1.012251 1.768027 0.445 -0.244 0.006
H -3.842606 0.619102 0.055402 0.496 -0.690 0.034
H -1.087158 -0.232888 1.032402 -0.587 0.486 0.629
H -1.219903 0.036217 -0.680186 -0.638 -0.225 -0.287
H 0.368864 1.839169 -0.730930 -0.324 0.434 -0.094
H 1.499909 -0.573579 0.710693 0.017 -0.041 -0.002
H 2.400925 0.550760 -0.307081 -0.027 -0.048 -0.134
H 1.128508 -0.512422 -1.024478 0.334 -0.089 -0.182
H 1.544598 2.304734 1.000532 0.795 0.536 0.893
H 0.074600 2.438287 1.578720 -0.021 0.196 0.547
O 0.074568 0.985093 4.368756 0.157 -0.600 0.649
H 0.621004 1.541931 3.814159 0.017 0.046 -0.414
H -0.820530 1.273986 4.191084 -0.157 0.413 -0.250
O -2.694517 3.962942 -1.466374 -0.169 0.338 -0.025
H -2.398186 3.164173 -1.030040 0.219 -0.467 0.368
H -2.367391 3.882451 -2.362340 0.041 0.052 -0.230
O 3.350766 3.668714 0.605345 -0.170 -0.236 0.010
H 3.612074 4.435166 1.115739 0.046 0.187 0.229
H 3.696497 3.835096 -0.271593 0.076 0.022 -0.282
O -5.983811 1.591893 3.646349 -0.143 0.143 -0.112
H -5.544035 0.895413 3.158759 0.068 -0.251 -0.157
H -5.509646 1.639964 4.476463 0.094 0.083 0.253
```
Positions in Å, forces in eV/Å.

Its structure (SMILES) is COC[C@H](C)N.COC[C@H](C)N.COC[C@H](C)N.COC[C@H](C)N.COC[C@H](C)N.COC[C@H](C)N.O.O.O.O. The calculation puts the highest occupied orbital energy at -8.80 eV. Its net charge is 0.

What are the orbital gap values for these records? In order: 10.0, 9.0 eV.